Formula: C49H43Cl3N5OPPb
Source: OMol25
Level of theory: the ωB97M-V functional and the def2-TZVPD basis

Output
LUMO energy ... -0.5 eV
2S+1 ... 1
Maximum force ... 0.047 Eh/bohr
ΔE to the lowest compared entry with this formula, charge and spin ... 87.1 kJ/mol
HOMO level ... -7.26 eV
Orbital gap ... 6.773 eV
Net charge ... 0

```
103
Properties=species:S:1:pos:R:3:mulliken_charge:R:1
Pb 1.135 0.311 -0.362 1.500
N 0.725 7.016 7.997 -0.551
C 0.812 6.434 7.003 -0.044
C 0.927 5.638 5.837 0.612
C 1.142 4.286 5.970 -0.895
C 1.262 3.476 4.827 0.217
C 1.122 3.968 3.557 -1.288
C 1.003 5.383 3.437 -0.177
C 0.884 6.202 4.555 -0.811
C 1.130 3.108 2.316 1.416
C -0.118 2.802 1.792 -0.243
C -1.388 3.404 2.164 -0.386
C -2.285 2.944 1.213 -1.830
C -1.576 2.049 0.337 -0.082
N -0.313 1.963 0.708 0.348
C 2.353 2.787 1.721 -0.062
C 3.622 3.285 2.137 -0.665
C 4.590 2.746 1.314 -1.317
C 3.868 1.943 0.372 -1.087
N 2.565 1.979 0.621 0.952
H 1.272 3.864 6.953 0.456
H 1.452 2.414 4.987 0.564
H 0.902 5.855 2.465 0.477
H 0.707 7.256 4.374 0.431
H -1.595 4.095 2.976 0.599
H -3.323 3.278 1.093 0.443
H -1.842 1.474 -0.525 0.456
H 3.721 4.022 2.931 0.629
H 5.644 2.913 1.366 0.485
H 4.266 1.254 -0.381 0.702
C -1.894 -1.146 1.052 -1.093
N -0.443 -1.240 0.942 1.592
C 0.181 -2.166 1.608 -0.665
C 1.605 -2.069 1.776 0.244
C 2.429 -2.925 2.490 -1.455
C 3.692 -2.315 2.386 -0.866
C 3.544 -1.133 1.662 -1.439
N 2.274 -0.990 1.281 0.991
C -2.382 -0.346 2.256 0.850
C -3.707 0.153 2.265 -0.553
C -4.153 0.974 3.282 -0.513
C -3.359 1.242 4.390 -0.772
C -2.061 0.739 4.381 -0.511
C -1.533 0.004 3.325 -0.500
H -2.405 -2.129 1.073 0.578
H -2.310 -0.534 0.170 -0.494
H -0.345 -2.949 2.121 0.329
H 2.042 -3.713 3.089 0.618
H 4.600 -2.717 2.784 0.461
H 4.283 -0.404 1.473 0.736
H -4.326 -0.153 1.420 0.418
H -5.194 1.329 3.238 0.360
H -3.697 1.897 5.199 0.389
H -1.440 0.995 5.207 0.432
H -0.531 -0.423 3.366 0.263
Cl -2.154 1.629 -3.376 -0.150
C -2.767 0.324 -4.328 0.465
C -3.438 0.593 -5.497 -0.366
C -3.966 -0.427 -6.237 -0.517
C -3.794 -1.733 -5.847 -0.914
C -3.204 -1.994 -4.655 -0.192
C -2.667 -1.003 -3.873 -0.099
P -1.563 -1.420 -2.469 0.938
C -2.460 -2.822 -1.709 0.494
C -1.791 -3.851 -1.134 -0.438
C -2.412 -4.898 -0.434 -0.842
C -3.791 -4.936 -0.372 -0.689
C -4.509 -3.878 -1.028 -0.724
C -3.869 -2.832 -1.640 -0.784
C -0.187 -2.213 -3.435 0.882
C 0.888 -1.427 -3.884 -1.007
C 1.815 -1.967 -4.776 -0.495
C 1.716 -3.302 -5.161 -0.505
C 0.670 -4.064 -4.682 -0.727
C -0.237 -3.570 -3.796 -0.505
H -3.590 1.617 -5.863 0.412
H -4.470 -0.209 -7.164 0.390
H -4.143 -2.580 -6.460 0.368
H -3.121 -2.970 -4.197 0.327
H -0.702 -3.947 -1.154 0.338
H -1.761 -5.692 -0.038 0.426
H -4.343 -5.725 0.119 0.438
H -5.591 -3.993 -1.054 0.428
H -4.478 -2.056 -2.114 0.487
H 0.934 -0.375 -3.617 0.629
H 2.640 -1.387 -5.218 0.428
H 2.423 -3.741 -5.875 0.378
H 0.622 -5.084 -5.065 0.397
H -1.019 -4.202 -3.416 0.338
Cl 1.893 4.678 -2.111 -0.158
C 3.343 3.794 -2.610 0.049
Cl 2.959 2.371 -3.586 -0.124
H 3.823 3.476 -1.679 -0.125
H 3.978 4.452 -3.187 0.428
C 2.928 -3.292 -1.269 -0.618
C 4.003 -2.228 -1.403 -0.298
O 3.489 -0.976 -1.883 -0.240
H 3.317 -4.119 -0.657 0.453
H 2.629 -3.745 -2.192 0.331
H 2.036 -2.884 -0.708 -0.118
H 4.822 -2.543 -2.061 0.385
H 4.369 -1.948 -0.385 0.108
H 3.197 -1.030 -2.813 0.069
```

---

Formula: C49H43FN5SiTcTe
Source: OMol25
Level of theory: the ωB97M-V functional and the def2-TZVPD basis

Output
LUMO energy (spin up / spin down) ... -4.1 / -4.4 eV
2S+1 ... 4
<S²> ... 3.784
Maximum force ... 0.063 Eh/bohr
ΔE to the lowest compared entry with this formula, charge and spin ... 97.2 kJ/mol
HOMO level (spin up / spin down) ... -9.97 / -10.00 eV
Orbital gap (spin up / spin down) ... 5.848 / 5.639 eV
Net charge ... +1

```
101
Properties=species:S:1:pos:R:3:mulliken_charge:R:1
Tc -0.515 -0.491 0.009 -0.885
C 2.813 1.732 -0.292 -0.246
Si 2.502 0.936 1.429 0.366
C 4.196 0.263 1.718 -1.392
C 2.156 2.309 2.657 -1.157
N 1.077 -0.169 1.561 1.063
C 0.887 -0.586 2.879 0.591
C 1.812 -0.334 3.933 -0.569
C 1.562 -0.442 5.279 -0.909
C 0.339 -0.921 5.698 -0.571
C -0.589 -1.385 4.770 -1.001
C -0.321 -1.277 3.400 -0.084
F -0.983 -2.234 2.629 0.115
H 3.257 2.704 -0.076 0.505
H 1.953 1.893 -0.870 -0.834
H 3.532 1.122 -0.861 0.399
H 4.879 0.966 2.184 0.414
H 4.640 -0.080 0.746 0.295
H 4.197 -0.734 2.255 0.413
H 2.137 3.285 2.168 0.372
H 2.907 2.328 3.442 0.423
H 1.206 2.244 3.178 0.308
H 2.832 -0.050 3.665 0.313
H 2.323 -0.157 6.012 0.435
H 0.066 -0.936 6.778 0.357
H -1.550 -1.806 5.084 0.454
N -1.587 0.333 1.576 0.698
C -3.036 0.511 1.682 0.540
C -3.577 0.981 2.898 -0.975
C -4.960 1.064 3.053 -0.746
C -5.820 0.751 1.970 -0.825
C -5.264 0.369 0.763 -1.183
C -3.859 0.452 0.543 0.495
C -3.377 0.225 -0.827 0.438
C -4.354 0.413 -1.828 -0.998
C -4.128 -0.009 -3.171 -1.109
C -2.913 -0.588 -3.459 -0.969
C -1.905 -0.710 -2.478 -0.846
C -2.084 -0.265 -1.181 2.295
H -1.319 -0.219 2.464 0.048
H -1.194 1.283 1.727 0.248
H -2.919 1.224 3.710 0.555
H -5.427 1.457 3.967 0.391
H -6.907 0.728 2.033 0.428
H -5.835 -0.081 0.007 0.719
H -5.273 0.953 -1.583 0.675
H -4.919 0.089 -3.952 0.391
H -2.753 -1.054 -4.418 0.485
H -0.975 -1.214 -2.724 0.559
N 4.090 -9.506 -2.204 -0.447
C 3.663 -8.539 -1.717 -0.129
C 3.042 -7.398 -1.155 0.464
C 1.675 -7.268 -1.253 -0.882
C 1.004 -6.078 -1.024 -0.556
C 1.694 -4.897 -0.668 0.934
C 3.081 -5.076 -0.485 -0.401
C 3.756 -6.254 -0.737 -0.901
C 1.042 -3.603 -0.579 0.846
C 1.595 -2.409 -1.140 -0.053
C 2.821 -2.304 -1.876 -0.741
C 2.870 -1.036 -2.458 -1.640
C 1.661 -0.417 -2.131 -1.103
N 0.893 -1.183 -1.305 1.260
C -0.268 -3.507 0.060 -0.437
C -0.980 -4.545 0.685 -0.553
C -2.287 -4.120 0.866 -1.794
C -2.356 -2.830 0.410 -0.263
N -1.102 -2.388 -0.034 0.659
H 1.075 -8.154 -1.458 0.391
H -0.051 -6.048 -1.192 0.694
H 3.646 -4.252 -0.141 0.807
H 4.821 -6.416 -0.658 0.450
H 3.597 -3.044 -1.964 0.692
H 3.722 -0.623 -3.043 0.447
H 1.288 0.568 -2.404 0.901
H -0.524 -5.517 0.848 0.846
H -3.068 -4.724 1.287 0.514
H -3.220 -2.180 0.396 0.418
Te -0.621 2.534 -0.634 0.136
C -0.843 3.222 -2.729 0.785
C 0.184 3.147 -3.657 -0.063
C -0.031 3.648 -4.937 -0.762
C -1.209 4.287 -5.274 -0.606
C -2.230 4.319 -4.337 -0.508
C -2.063 3.816 -3.059 -0.745
C 0.381 4.422 -0.164 0.594
C 1.335 4.926 -0.994 -0.145
C 1.946 6.161 -0.741 -0.693
C 1.695 6.840 0.442 -0.563
C 0.694 6.351 1.289 -0.581
C 0.030 5.167 0.963 -0.357
H 1.158 2.723 -3.420 0.237
H 0.746 3.588 -5.660 0.451
H -1.359 4.634 -6.311 0.359
H -3.197 4.710 -4.633 0.404
H -2.803 3.923 -2.244 0.344
H 1.586 4.419 -1.925 0.227
H 2.603 6.622 -1.512 0.364
H 2.150 7.830 0.630 0.360
H 0.455 6.833 2.212 0.416
H -0.716 4.758 1.626 0.434
```

---

Which of these has the lowest ΔE to the lowest compared entry with this formula, charge and spin?
C49H43Cl3N5OPPb